<P>
{
  "formula": "C3H3N2OP",
  "method": "ωB97M-V/def2-TZVPD",
  "lumo_energy_ha": [-0.0207, -0.0207],
  "charge": 0,
  "multiplicity": 1,
  "symbols": ["C", "C", "C", "N", "N", "O", "P", "H", "H", "H"],
  "positions_angstrom": [[0.01131, -1.21775, -0.01798], [0.65726, 1.18359, -0.02397], [-0.80568, -0.10968, -0.08650], [1.38631, -1.03377, -0.10916], [1.61813, 0.30041, 0.05783], [-3.36811, -0.31371, 0.15777], [-2.36085, 0.70260, -0.09843], [-0.33079, -2.13567, -0.20648], [0.59926, 2.25116, 0.24821], [2.59317, 0.37282, 0.07870]]
}

<Q>
{
  "formula": "C3H3N2OP",
  "method": "ωB97M-V/def2-TZVPD",
  "lumo_energy_ha": [-0.0231, -0.1467],
  "charge": 0,
  "multiplicity": 1,
  "symbols": ["C", "C", "C", "N", "N", "O", "P", "H", "H", "H"],
  "positions_angstrom": [[-2.12691, 0.86325, 0.75762], [-1.22907, 1.72161, -1.66083], [2.14233, -2.16209, 0.31099], [-2.78610, 0.21096, 1.38616], [-1.47166, 1.29190, -2.68614], [-0.51656, 2.93699, 0.67391], [-0.62811, 1.64620, 0.07211], [3.24256, -2.61552, 0.33972], [1.91775, -1.07796, 0.15151], [1.45576, -2.81533, 0.65494]]
}

Most stable structure - <P>; separation to the second - 137.3 kJ/mol.